No. 1
The following is a DFT calculation (wB97M-V/def2-TZVPD) of 4 unconnected molecules or ions with the total composition C3H11NO3 at a distorted geometry.

Total energy: -401.3105 a.u.
Relative energy (zero: lowest compared OMol25 entry of this formula, charge and spin): 64.3 kcal/mol
Charge: 0
Strongest force on any atom: 3.27 eV/A

Each line ends with the natural charge from an NBO analysis.
Geometry (Å):
C1 0.76 0.66 1.79  -0.0309
C2 -0.11 -0.30 2.28  -0.4491
C3 1.75 0.26 -0.36  -0.0043
N1 1.08 1.00 0.44  -0.4860
H1 1.20 1.34 2.50  0.1962
H2 -0.65 -1.04 1.74  0.2023
H3 -0.29 -0.32 3.33  0.1979
H4 2.00 0.71 -1.43  0.1724
H5 2.19 -0.72 -0.16  0.1965
H6 -0.59 2.30 -0.37  0.5140
H7 -2.06 1.69 -0.64  0.4848
O1 -1.25 1.99 -1.03  -0.9720
H8 -0.05 -1.53 -1.27  0.4808
H9 -0.16 -2.74 -0.43  0.4639
O2 0.50 -2.20 -0.93  -0.9698
H10 -1.69 -0.82 -2.38  0.4698
H11 -1.16 0.32 -1.59  0.5035
O3 -1.47 -0.61 -1.49  -0.9700

=====

No. 2
The following is a DFT calculation (wB97M-V/def2-TZVPD) of 3 unconnected molecules or ions with the total composition C3H11NO3 at a distorted geometry.

Total energy: -401.3667 a.u.
Relative energy (zero: lowest compared OMol25 entry of this formula, charge and spin): 29.1 kcal/mol
Charge: 0
Strongest force on any atom: 1.26 eV/A

Each line ends with the natural charge from an NBO analysis.
Geometry (Å):
C1 -2.49 0.48 0.03  0.6690
O1 -2.65 -0.62 0.74  -0.6765
O2 -2.23 0.52 -1.14  -0.6051
H1 -2.46 -1.41 0.20  0.4992
H2 -0.74 -0.27 -2.39  0.4887
H3 -2.66 1.36 0.66  0.1146
H4 0.10 0.54 1.42  0.3493
C2 1.73 1.10 0.37  -0.4194
C3 0.93 -1.16 0.69  -0.4210
N1 0.57 0.25 0.57  -0.6379
O3 0.21 -0.40 -2.41  -0.9612
H5 0.57 0.22 -1.78  0.4702
H6 2.44 1.06 1.20  0.1682
H7 1.77 -1.33 1.38  0.1633
H8 2.25 0.79 -0.53  0.1908
H9 1.40 2.13 0.25  0.2020
H10 0.07 -1.72 1.04  0.1924
H11 1.21 -1.53 -0.30  0.2134

=====

No. 3
The following is a DFT calculation (wB97M-V/def2-TZVPD) of 3 unconnected molecules or ions with the total composition C3H11NO3.

Total energy: -401.3646 a.u.
Relative energy (zero: lowest compared OMol25 entry of this formula, charge and spin): 30.4 kcal/mol
Charge: 0
Strongest force on any atom: 0.90 eV/A

Each line ends with the natural charge from an NBO analysis.
Geometry (Å):
O1 -0.17 1.74 2.53  -0.5073
C1 -0.05 0.91 1.66  0.4347
C2 -1.12 0.63 0.65  -0.1586
C3 -1.50 -0.86 0.60  -0.6240
N1 -0.72 1.07 -0.67  -0.8492
H1 0.88 0.32 1.61  0.1070
H2 -2.01 1.16 1.01  0.1875
H3 -2.46 -0.91 0.09  0.2145
H4 -0.76 -1.46 0.08  0.2361
H5 -1.74 -1.24 1.59  0.2226
H6 -1.21 0.52 -1.38  0.3731
H7 -0.92 2.03 -0.89  0.3782
H8 2.20 -1.56 -1.73  0.4878
H9 1.87 -3.08 -1.86  0.4719
O2 1.53 -2.24 -1.55  -0.9593
H10 2.49 1.24 0.03  0.4641
H11 1.37 0.74 -0.89  0.4914
O3 2.32 0.97 -0.88  -0.9706

=====

No. 4
The following is a DFT calculation (wB97M-V/def2-TZVPD) of 3 unconnected molecules or ions with the total composition C3H11NO3S.

Total energy: -799.5404 a.u.
Relative energy (zero: lowest compared OMol25 entry of this formula, charge and spin): 6.4 kcal/mol
Charge: -2
Strongest force on any atom: 0.80 eV/A

Each line ends with the natural charge from an NBO analysis.
Geometry (Å):
C1 1.61 0.27 -0.01  -0.2393
C2 2.44 -0.60 0.94  -0.5254
S1 4.08 0.09 1.42  -0.7754
N1 0.73 -0.52 -0.91  -0.6802
C3 -0.46 0.25 -1.34  0.1275
O1 -1.52 0.22 -0.46  -0.9541
H1 1.01 0.98 0.57  0.1594
H2 2.33 0.76 -0.66  0.1847
H3 2.60 -1.54 0.39  0.1697
H4 1.93 -0.86 1.87  0.1741
H5 0.37 -1.35 -0.46  0.3437
H6 -0.75 -0.15 -2.33  0.0974
H7 -0.13 1.29 -1.52  0.1006
H8 -4.17 0.96 -0.59  0.4332
H9 -2.82 0.32 -1.06  0.5072
O2 -3.87 0.41 -1.32  -1.0697
H10 -1.50 -0.25 1.14  0.5166
H11 -0.49 0.04 2.19  0.4541
O3 -1.39 -0.30 2.14  -1.0242

=====

No. 5
The following is a DFT calculation (wB97M-V/def2-TZVPD) of 3 unconnected molecules or ions with the total composition C3H11NO3S at a distorted geometry.

Total energy: -799.5289 a.u.
Relative energy (zero: lowest compared OMol25 entry of this formula, charge and spin): 13.6 kcal/mol
Charge: -2
Strongest force on any atom: 2.24 eV/A

Each line ends with the natural charge from an NBO analysis.
Geometry (Å):
C1 0.48 -1.31 -0.21  -0.2548
C2 -0.38 -2.38 0.47  -0.5003
S1 0.66 -3.62 1.48  -0.8326
N1 -0.28 -0.19 -0.78  -0.6735
C3 0.69 0.82 -1.37  0.1388
O1 0.26 2.12 -1.23  -0.9596
H1 1.21 -1.02 0.58  0.1585
H2 1.08 -1.82 -0.97  0.1731
H3 -0.87 -3.11 -0.17  0.1889
H4 -1.01 -2.03 1.28  0.1843
H5 -0.81 0.26 -0.05  0.3426
H6 0.79 0.54 -2.42  0.0914
H7 1.68 0.69 -0.90  0.0810
H8 -1.72 3.90 -0.30  0.4739
H9 -0.99 3.33 -1.57  0.5223
O2 -1.48 4.11 -1.22  -1.0291
H10 -0.14 2.32 0.26  0.5050
H11 -0.22 1.75 1.71  0.4459
O3 -0.42 2.58 1.24  -1.0559

=====

No. 6
The following is a DFT calculation (wB97M-V/def2-TZVPD) of 3 unconnected molecules or ions with the total composition C3H11NO4 at a distorted geometry.

Total energy: -476.6256 a.u.
Relative energy (zero: lowest compared OMol25 entry of this formula, charge and spin): 32.7 kcal/mol
Charge: 0
Strongest force on any atom: 2.18 eV/A

Each line ends with the natural charge from an NBO analysis.
Geometry (Å):
O1 -0.13 0.87 2.12  -0.6475
C1 -0.61 0.35 1.11  0.6836
N1 -0.26 -0.93 0.80  -0.6202
C2 -0.48 -1.50 -0.56  0.0927
O2 0.73 -1.62 -1.24  -0.7257
C3 -1.83 1.03 0.54  -0.7051
H1 0.68 -1.14 1.11  0.4228
H2 -1.27 -0.95 -1.06  0.1587
H3 -0.72 -2.51 -0.37  0.1785
H4 1.00 -0.80 -1.66  0.4982
H5 -1.70 2.05 0.23  0.2406
H6 -2.60 0.94 1.30  0.2515
H7 -2.23 0.50 -0.31  0.1999
H8 1.41 0.31 2.46  0.4871
H9 2.86 0.83 2.62  0.4634
O3 2.36 0.03 2.46  -0.9950
H10 0.17 1.03 -3.13  0.4792
H11 1.67 1.02 -3.38  0.4860
O4 0.96 0.47 -3.04  -0.9487

=====

Quick rundown of E_LUMO, same order as above: 0.70; 0.70; 0.81; 5.96; 6.01; 0.14 eV
Quick rundown of HOMO-LUMO gap, same order as above: 9.7; 9.9; 10.6; 5.9; 6.0; 10.1 eV
Quick rundown of molecular weight, same order as above: 109.1; 109.1; 109.1; 141.2; 141.2; 125.1 Da